{
  "formula": "C32H84N4O16",
  "method": "ωB97M-V/def2-TZVPD",
  "elements": ["C", "O", "C", "C", "N", "C", "C", "O", "C", "H", "H", "H", "H", "H", "H", "H", "H", "H", "H", "H", "H", "H", "H", "H", "C", "O", "C", "C", "N", "C", "C", "O", "C", "H", "H", "H", "H", "H", "H", "H", "H", "H", "H", "H", "H", "H", "H", "H", "C", "O", "C", "C", "N", "C", "C", "O", "C", "H", "H", "H", "H", "H", "H", "H", "H", "H", "H", "H", "H", "H", "H", "H", "C", "O", "C", "C", "N", "C", "C", "O", "C", "H", "H", "H", "H", "H", "H", "H", "H", "H", "H", "H", "H", "H", "H", "H", "O", "C", "C", "O", "H", "H", "H", "H", "H", "H", "O", "C", "C", "O", "H", "H", "H", "H", "H", "H", "O", "C", "C", "O", "H", "H", "H", "H", "H", "H", "O", "C", "C", "O", "H", "H", "H", "H", "H", "H"],
  "positions_angstrom": [[14.0546, -22.4777, 6.7085], [14.1423, -23.0479, 5.3908], [15.4332, -23.5127, 5.1301], [15.4715, -24.2084, 3.7713], [15.2602, -23.1416, 2.7596], [15.7601, -23.6702, 1.4887], [14.7959, -24.5777, 0.7264], [13.6930, -23.8788, 0.0962], [14.0228, -23.1260, -1.0630], [14.9224, -21.8302, 6.7524], [14.1120, -23.2724, 7.4346], [13.1403, -21.8970, 6.8754], [15.7451, -24.2932, 5.8354], [16.1564, -22.6972, 5.1533], [14.6659, -24.9188, 3.6670], [16.4569, -24.6936, 3.6765], [15.8084, -22.2903, 2.9731], [16.6631, -24.2463, 1.7265], [16.0602, -22.8374, 0.8141], [14.2261, -25.3688, 1.2850], [15.3695, -25.0927, -0.1099], [14.9937, -22.5954, -0.8914], [13.1483, -22.4409, -1.2506], [14.0350, -23.7934, -1.9359], [11.0421, -25.2884, -1.2183], [9.9767, -24.4428, -0.8270], [10.0374, -23.2155, -1.4741], [8.8701, -22.3564, -0.9807], [8.9557, -20.9906, -1.3973], [7.9088, -20.2081, -0.8468], [7.7338, -20.2433, 0.6760], [8.9843, -19.8768, 1.2297], [8.9838, -19.9266, 2.6839], [11.0981, -25.5313, -2.2861], [11.0569, -26.2358, -0.6697], [11.9967, -24.8646, -0.9411], [9.9799, -23.2448, -2.5772], [10.9382, -22.6425, -1.2377], [8.8061, -22.3876, 0.0830], [7.9312, -22.7914, -1.3788], [9.8717, -20.6284, -1.1857], [6.9013, -20.6283, -1.1155], [7.9938, -19.1822, -1.1747], [7.3521, -21.2249, 1.0441], [6.9815, -19.5057, 0.9516], [8.5248, -20.8196, 3.1159], [8.3905, -19.0782, 3.0779], [10.0620, -19.8027, 2.9888], [8.1379, -25.2082, 1.9635], [7.7559, -24.3948, 3.0790], [6.6240, -24.9055, 3.7406], [5.9937, -23.8688, 4.6563], [6.8592, -23.4464, 5.7832], [7.8799, -22.3850, 5.5949], [8.5597, -22.0368, 6.8951], [7.5476, -21.7832, 7.8204], [7.8288, -22.0892, 9.1449], [8.7580, -26.0849, 2.2799], [8.8137, -24.6197, 1.3720], [7.2750, -25.4968, 1.3130], [6.9524, -25.8170, 4.2397], [5.7991, -25.1802, 3.0161], [5.1115, -24.2983, 5.1042], [5.7252, -23.0190, 3.9969], [6.2981, -23.2201, 6.6175], [7.4339, -21.4383, 5.2731], [8.6326, -22.7901, 4.9576], [9.0958, -21.0787, 6.7312], [9.1764, -22.8494, 7.2958], [7.9924, -23.1494, 9.3060], [6.9881, -21.6617, 9.7127], [8.7586, -21.5959, 9.4160], [19.2001, -22.5391, 4.5392], [18.6316, -22.4724, 3.2456], [18.9396, -21.2670, 2.5472], [17.9739, -20.1800, 2.9568], [16.5598, -20.3957, 2.5867], [15.5840, -19.3375, 2.8558], [15.9085, -17.9377, 2.2894], [16.1038, -18.0926, 0.9308], [16.3368, -16.8312, 0.3084], [20.2810, -22.5155, 4.5051], [18.8919, -23.5155, 4.9368], [18.6767, -21.8486, 5.2555], [18.7405, -21.5725, 1.5236], [19.9796, -20.8808, 2.6220], [18.3368, -19.2524, 2.5327], [18.0893, -20.0538, 4.0271], [16.5264, -20.5006, 1.5577], [15.3140, -19.2846, 3.9334], [14.7015, -19.7458, 2.3234], [16.8138, -17.4651, 2.8000], [15.1196, -17.2035, 2.4407], [17.2521, -16.3403, 0.6748], [15.4074, -16.1971, 0.4804], [16.3944, -16.9363, -0.7736], [11.0512, -18.0802, 0.8254], [12.3254, -18.5926, 1.1393], [12.7662, -19.4859, -0.0054], [11.7345, -20.4971, -0.0369], [10.4631, -18.8908, 0.7813], [12.9101, -17.6740, 1.3211], [12.3507, -19.1785, 2.0826], [13.7868, -19.8459, 0.1076], [12.5502, -18.9265, -0.9311], [12.0211, -21.1402, 0.6401], [7.8391, -25.2262, 7.5272], [8.8744, -26.1676, 7.2947], [9.6180, -25.7556, 6.0152], [10.9280, -26.3143, 5.9066], [7.6372, -24.7354, 6.7029], [9.5416, -26.3204, 8.1298], [8.4638, -27.1234, 7.0478], [9.6499, -24.6670, 6.0948], [9.1042, -26.0387, 5.0582], [11.5397, -25.6673, 5.4323], [14.4539, -27.2764, 6.5136], [13.8098, -27.5760, 7.7658], [13.5204, -26.3060, 8.6010], [12.6234, -25.4148, 7.9977], [15.3579, -27.3622, 6.7160], [12.9492, -28.1686, 7.5452], [14.4308, -28.2371, 8.3829], [14.4520, -25.8555, 8.8719], [13.0901, -26.7159, 9.5061], [11.8294, -25.8843, 7.6603], [12.5831, -21.7876, 2.3247], [11.4932, -22.7835, 2.3281], [11.1253, -23.1496, 3.7536], [11.9507, -24.1074, 4.3683], [13.3326, -22.3808, 2.5331], [10.7263, -22.1668, 1.8618], [11.8084, -23.5819, 1.6509], [10.1874, -23.6767, 3.7537], [11.0991, -22.2002, 4.3157], [12.7831, -23.7342, 4.7347]],
  "forces_ev_per_a": [[0.367, -0.022, -0.751], [-0.673, 0.523, 0.582], [0.207, -1.646, -0.450], [-0.123, 2.384, 0.251], [0.270, -0.805, -0.483], [-0.117, 0.262, -0.158], [-0.832, -0.598, -1.556], [0.488, 0.200, 0.509], [-0.587, 0.286, 0.317], [0.105, 0.419, 0.633], [0.024, -0.249, 0.422], [0.122, -0.284, -0.498], [-0.133, 0.256, 0.515], [0.126, 0.206, 0.004], [-0.103, -0.477, 0.198], [-0.189, 0.010, -0.104], [-0.247, -0.535, 0.047], [0.181, -0.057, -0.507], [-0.198, -0.455, 0.429], [1.071, 0.730, 0.034], [-0.411, 0.364, 0.973], [-0.890, -0.164, -0.604], [1.166, -0.268, 0.365], [0.531, 0.068, 0.031], [0.691, -0.499, 0.254], [0.248, -1.019, -0.316], [-0.605, 1.839, -0.179], [-0.405, -0.904, -0.901], [0.324, -0.259, -1.000], [-1.883, -0.431, 0.824], [0.501, 0.228, -0.119], [-0.399, -0.947, 1.831], [0.756, 1.140, -0.513], [-0.494, 0.223, -0.059], [-0.745, 0.135, 0.030], [0.288, 0.511, -0.006], [0.035, -0.507, 0.212], [0.395, -0.273, 0.144], [0.151, -0.590, 1.137], [0.242, 0.148, 0.208], [0.173, 0.290, 0.264], [0.748, 0.446, -0.730], [-0.053, 0.280, -0.126], [0.557, 0.416, -0.115], [-0.248, 0.214, 0.059], [0.279, -0.341, -0.423], [0.348, -0.156, -0.167], [-1.181, -0.251, -0.146], [0.306, -0.237, 0.254], [-0.291, 0.019, -0.799], [-0.722, -0.306, -0.429], [1.430, 0.749, 0.082], [-0.122, 0.203, 0.374], [-1.076, -0.577, 0.498], [-0.100, 0.155, 0.320], [-1.296, 0.223, -0.389], [0.198, 0.660, 0.406], [-0.855, 0.267, -0.038], [0.207, 0.415, -0.391], [0.535, 0.076, 0.687], [-0.363, -0.200, 0.458], [0.850, 0.117, 0.370], [-0.408, -0.102, -0.032], [-0.112, -0.148, 0.373], [0.346, 0.044, -0.726], [-0.027, -0.146, -0.647], [0.376, 0.189, -1.004], [0.416, -0.656, 0.100], [0.309, 0.168, -0.329], [-0.356, -0.388, 0.041], [0.441, -0.466, 0.125], [0.206, 0.297, 0.473], [-1.802, -0.671, 0.622], [0.939, 0.201, 0.239], [-1.162, -0.470, -0.324], [-0.315, 0.821, -0.074], [0.903, -0.274, -0.743], [-0.618, -0.007, 0.136], [0.841, -0.139, 1.405], [0.792, 0.403, -1.362], [-1.452, 0.401, 0.086], [0.286, 0.473, 0.223], [0.303, -0.012, -0.190], [1.014, 0.025, -0.607], [0.231, 0.323, -0.423], [-0.417, -0.593, 0.274], [0.245, 0.502, -0.265], [-0.378, 0.039, 0.422], [0.223, -0.076, 0.735], [0.351, 0.001, -0.569], [0.057, 0.620, 0.445], [-0.680, -0.663, -0.540], [-0.532, -0.122, 0.374], [-0.326, -0.099, 0.080], [1.217, -0.316, 0.019], [0.182, -0.404, 0.069], [-1.005, -1.380, 0.353], [0.437, 1.000, 0.448], [-1.685, 0.770, -0.073], [1.213, -0.744, -0.050], [0.443, 1.303, -0.113], [0.412, -0.527, -0.299], [-0.183, 0.145, -0.327], [0.016, -0.289, -0.267], [0.845, -0.122, 0.201], [-0.155, 0.070, -0.001], [0.595, -0.630, 0.865], [-0.338, 0.062, -1.878], [0.626, 0.253, -0.650], [0.840, 0.740, 0.157], [-0.227, 0.112, -0.076], [0.213, 0.478, 0.419], [-0.589, -0.986, 0.315], [0.318, 0.177, -0.417], [-0.196, 0.340, 1.005], [-1.281, -0.768, 0.528], [-1.588, -0.114, 0.368], [0.803, 0.875, 0.047], [-1.153, -2.085, -0.735], [0.004, 0.431, -0.073], [1.850, -0.008, -0.073], [-0.979, 0.014, -0.200], [0.208, 0.101, -0.041], [0.483, 0.794, -0.106], [-0.159, 0.023, 0.723], [0.693, 0.099, -0.095], [-0.109, -1.523, 0.360], [0.751, 1.799, -0.223], [0.100, -0.196, -0.410], [0.918, -0.378, 0.277], [0.776, 0.695, -0.111], [-0.796, -0.593, 0.055], [-0.346, -0.284, 0.320], [-0.917, 0.377, -0.145], [-0.219, -0.314, 0.014], [-0.291, 0.123, -0.259]],
  "mulliken_charge": [-0.918, -0.205, -0.839, -0.973, 1.363, -0.794, -0.962, 0.225, -0.572, 0.340, 0.159, 0.243, 0.352, 0.226, 0.426, 0.435, -0.416, 0.396, 0.310, 0.295, 0.334, 0.258, -0.071, 0.298, -0.536, -0.169, 0.228, -0.033, -0.344, -1.095, -0.532, -0.090, -0.494, 0.367, 0.299, -0.025, 0.375, -0.513, -0.177, 0.356, 0.307, 0.447, 0.404, 0.208, 0.491, 0.077, 0.451, 0.087, -0.703, 0.193, -0.678, -0.994, -0.443, 0.407, -0.783, -0.420, -0.757, 0.234, -0.005, 0.375, 0.384, 0.389, 0.452, 0.309, 0.338, 0.472, -0.483, 0.520, 0.352, 0.253, 0.248, 0.350, -0.816, -0.200, -0.662, -0.965, 0.198, -0.475, -0.902, -0.270, -0.864, 0.363, 0.235, 0.293, 0.299, 0.385, 0.446, 0.400, 0.271, 0.376, -0.354, 0.472, 0.672, 0.308, 0.308, 0.276, -0.659, 0.198, -0.349, 0.228, 0.357, 0.141, -0.108, 0.156, 0.400, -0.236, -0.557, -0.593, 0.250, -0.591, 0.462, 0.461, 0.281, -0.100, 0.065, 0.417, -0.440, -0.658, -0.526, -0.377, 0.264, 0.327, 0.429, 0.430, 0.325, 0.134, 0.126, 0.730, 0.292, -0.165, -0.297, -0.597, 0.290, -0.816, 0.217, 0.284],
  "molar_mass_g_mol": 781.04,
  "relative_energy_kcal_mol": 0.0,
  "multiplicity": 1,
  "smiles": "COCCNCCOC.COCCNCCOC.COCCNCCOC.COCCNCCOC.OCCO.OCCO.OCCO.OCCO",
  "charge": 0
}